No. 1
DFT (ωB97M-V with the def2-TZVPD basis set) results for a structure of composition C37H32Cl3FNO2PRhS3Si.

Orbital gap = 6.98 eV
Total charge = -1
HOMO level = -5.09 eV
Lowest unoccupied orbital energy = 1.9 eV
ΔE to the lowest compared entry with this formula, charge and spin = 17.6 kcal per mole

CARTESIAN COORDINATES (ANGSTROEM)
Rh: 1.053 0.768 0.031
C: -1.793 3.170 -0.098
Si: -1.566 1.779 1.131
C: -0.463 2.242 2.562
C: -3.262 1.708 1.956
N: -0.914 0.354 0.312
C: -1.605 -0.783 -0.120
C: -2.966 -0.942 0.233
C: -3.764 -2.007 -0.140
C: -3.252 -3.039 -0.908
C: -1.918 -2.952 -1.257
C: -1.135 -1.878 -0.875
F: 0.153 -1.991 -1.267
H: -1.612 4.149 0.355
H: -2.826 3.159 -0.457
H: -1.128 3.067 -0.953
H: -0.772 3.223 2.937
H: 0.604 2.305 2.352
H: -0.591 1.515 3.365
H: -3.357 2.688 2.438
H: -3.365 0.947 2.732
H: -4.089 1.619 1.251
H: -3.417 -0.189 0.842
H: -4.797 -2.019 0.186
H: -3.856 -3.883 -1.213
H: -1.428 -3.722 -1.839
Cl: 3.087 7.286 2.476
C: 2.533 5.919 1.542
C: 2.914 4.642 1.901
C: 2.445 3.579 1.152
Cl: 2.994 1.972 1.565
C: 1.575 3.705 0.055
O: 1.117 2.710 -0.646
C: 1.271 5.042 -0.290
Cl: 0.311 5.333 -1.706
C: 1.723 6.125 0.437
H: 3.567 4.469 2.744
H: 1.447 7.125 0.136
S: 4.173 -0.800 2.800
P: 2.355 -1.491 2.584
S: 1.416 -1.450 0.764
C: 2.273 -3.272 3.011
C: 1.513 -4.206 2.314
C: 1.478 -5.530 2.735
C: 2.192 -5.927 3.855
C: 2.951 -4.997 4.554
C: 2.995 -3.678 4.132
C: 1.203 -0.788 3.822
C: -0.104 -1.270 3.884
C: -0.976 -0.796 4.850
C: -0.555 0.179 5.748
C: 0.738 0.675 5.676
C: 1.619 0.187 4.717
H: 0.951 -3.903 1.442
H: 0.888 -6.250 2.183
H: 2.161 -6.959 4.181
H: 3.515 -5.301 5.427
H: 3.604 -2.954 4.659
H: -0.437 -2.015 3.170
H: -1.988 -1.179 4.898
H: -1.240 0.558 6.497
H: 1.065 1.442 6.366
H: 2.638 0.549 4.659
C: -1.039 -2.416 -7.994
C: -1.170 -1.440 -9.133
O: -1.456 -1.770 -10.256
S: -0.886 0.302 -8.833
C: -0.457 0.372 -7.116
C: -1.435 0.631 -6.160
C: -1.105 0.675 -4.816
C: 0.213 0.465 -4.399
C: 1.192 0.222 -5.368
C: 0.862 0.183 -6.711
C: 0.548 0.494 -3.011
C: 0.838 0.508 -1.839
H: -1.476 -3.361 -8.308
H: -1.514 -2.049 -7.086
H: 0.018 -2.563 -7.767
H: -2.459 0.789 -6.474
H: -1.864 0.868 -4.070
H: 2.214 0.068 -5.051
H: 1.627 0.001 -7.456

Mulliken atomic charge list, values in e, 6 entries: atom 1 (Rh): -0.283, atom 2 (C): -0.942, atom 3 (Si): 0.380, atom 4 (C): 0.110, atom 5 (C): -1.479, atom 6 (N): 1.451

No. 2
DFT (ωB97M-V with the def2-TZVPD basis set) results for a structure of composition C37H32F5O2P2TbTe.

Orbital gap (spin up / spin down) = 6.53 / 6.63 eV
Total charge = +2
HOMO level (spin up / spin down) = -13.77 / -13.79 eV
Lowest unoccupied orbital energy (spin up / spin down) = -7.2 / -7.2 eV
2S+1 = 7

CARTESIAN COORDINATES (ANGSTROEM)
Tb: -0.715 -1.112 -0.490
P: 0.138 -0.767 2.350
C: 0.089 1.051 0.324
O: 0.293 2.128 0.736
P: 0.537 0.884 -2.268
C: -0.777 0.074 3.684
C: 1.762 -0.947 3.165
C: -0.587 -2.454 2.484
C: -0.472 0.170 -3.622
C: 0.265 2.654 -2.576
C: 2.244 0.593 -2.830
C: -1.927 -0.448 4.305
C: -2.685 0.347 5.169
C: -2.282 1.655 5.453
C: -1.096 2.157 4.905
C: -0.344 1.368 4.033
H: -2.264 -1.461 4.090
H: -3.621 -0.045 5.577
H: -2.917 2.298 6.065
H: -0.779 3.181 5.117
H: 0.565 1.777 3.592
C: -1.862 -2.639 1.889
C: -2.357 -3.936 1.708
C: -1.687 -5.026 2.264
C: -0.497 -4.813 2.962
C: 0.076 -3.545 3.052
H: -2.483 -1.765 1.619
H: -3.262 -4.079 1.116
H: -2.084 -6.037 2.153
H: 0.013 -5.650 3.425
H: 1.037 -3.393 3.548
C: 1.937 -0.937 4.564
C: 3.220 -1.053 5.117
C: 4.330 -1.179 4.277
C: 4.164 -1.204 2.887
C: 2.888 -1.094 2.332
H: 1.084 -0.822 5.236
H: 3.343 -1.037 6.204
H: 5.326 -1.264 4.711
H: 5.030 -1.310 2.232
H: 2.760 -1.106 1.248
C: 1.292 3.531 -2.967
C: 1.026 4.896 -3.109
C: -0.265 5.386 -2.900
C: -1.305 4.514 -2.553
C: -1.032 3.159 -2.378
H: 2.299 3.156 -3.149
H: 1.844 5.575 -3.356
H: -0.457 6.455 -2.976
H: -2.318 4.893 -2.391
H: -1.831 2.498 -2.064
C: -0.812 -1.196 -3.487
C: -1.833 -1.720 -4.284
C: -2.313 -0.999 -5.381
C: -1.802 0.278 -5.633
C: -0.911 0.881 -4.745
H: -0.236 -1.868 -2.807
H: -2.235 -2.703 -4.033
H: -3.065 -1.435 -6.039
H: -2.121 0.819 -6.515
H: -0.558 1.900 -4.915
C: 2.573 0.218 -4.145
C: 3.909 -0.011 -4.490
C: 4.918 0.139 -3.534
C: 4.592 0.525 -2.228
C: 3.265 0.758 -1.873
H: 1.795 0.108 -4.906
H: 4.151 -0.331 -5.506
H: 5.952 -0.078 -3.804
H: 5.376 0.631 -1.479
H: 3.014 1.069 -0.856
H: -0.574 -3.305 -1.194
H: 0.171 -3.109 -1.092
F: -5.752 1.497 0.447
Te: -4.152 0.597 -0.145
F: -4.765 -1.085 0.453
F: -3.322 0.970 1.535
F: -4.906 0.249 -1.844
F: -3.446 2.216 -0.844
O: -2.570 -0.289 -0.619

Mulliken atomic charge list, values in e, 6 entries: atom 1 (Tb): 0.140, atom 2 (P): 1.723, atom 3 (C): 0.481, atom 4 (O): -0.300, atom 5 (P): 1.831, atom 6 (C): 0.466

No. 3
DFT (ωB97M-V with the def2-TZVPD basis set) results for a structure of composition C37H32NP2SeYb.

Orbital gap (spin up / spin down) = 5.33 / 6.07 eV
Total charge = +2
HOMO level (spin up / spin down) = -11.56 / -12.41 eV
Lowest unoccupied orbital energy (spin up / spin down) = -6.2 / -6.3 eV
2S+1 = 2

CARTESIAN COORDINATES (ANGSTROEM)
C: 0.532 -1.656 -2.377
C: -0.516 -1.979 -1.486
C: -1.805 -2.174 -2.039
C: -2.120 -1.777 -3.367
C: -1.076 -1.316 -4.229
C: 0.215 -1.291 -3.696
P: 0.003 -2.227 0.274
C: -1.349 -3.339 0.912
C: -2.391 -2.821 1.735
C: -3.402 -3.680 2.172
C: -3.377 -5.055 1.935
C: -2.337 -5.564 1.160
C: -1.339 -4.721 0.644
Yb: -1.429 0.117 1.030
P: 0.147 2.389 0.158
C: -1.266 2.489 -0.988
C: -1.105 2.751 -2.371
C: -2.248 2.554 -3.187
C: -3.410 1.886 -2.754
C: -3.574 1.659 -1.392
C: -2.573 2.100 -0.509
C: -0.186 3.546 1.523
C: 0.644 3.528 2.674
C: 0.365 4.266 3.831
C: -0.713 5.152 3.898
C: -1.424 5.323 2.708
C: -1.154 4.600 1.520
C: 1.734 2.621 -0.757
C: 2.767 1.672 -0.560
C: 4.024 1.822 -1.184
C: 4.290 2.924 -2.003
C: 3.313 3.901 -2.110
C: 2.064 3.794 -1.462
C: 1.591 -3.124 0.385
C: 2.210 -3.910 -0.613
C: 3.516 -4.393 -0.369
C: 4.204 -4.122 0.817
C: 3.562 -3.374 1.821
C: 2.278 -2.878 1.595
H: 1.516 2.870 2.693
H: 1.008 4.161 4.708
H: -0.928 5.747 4.816
H: -2.210 6.087 2.716
H: -1.675 4.883 0.590
H: -0.088 3.115 -2.774
H: -2.241 2.937 -4.204
H: -4.183 1.592 -3.475
H: -4.485 1.148 -1.069
H: -2.856 2.309 0.561
H: 2.593 0.863 0.192
H: 4.845 1.158 -0.982
H: 5.296 3.117 -2.407
H: 3.553 4.859 -2.603
H: 1.421 4.690 -1.341
H: 1.691 -4.134 -1.551
H: 4.013 -5.010 -1.131
H: 5.219 -4.497 1.001
H: 4.044 -3.168 2.772
H: 1.791 -2.234 2.336
H: -2.335 -1.774 2.151
H: -4.212 -3.274 2.768
H: -4.102 -5.733 2.385
H: -2.272 -6.628 0.964
H: -0.511 -5.150 0.058
H: -2.565 -2.683 -1.426
H: -3.142 -1.919 -3.701
H: -1.185 -1.047 -5.299
H: 0.995 -0.938 -4.380
H: 1.546 -1.611 -1.987
H: 0.309 1.101 0.712
H: 0.459 -0.797 0.833
Se: 0.797 0.046 5.588
C: -0.099 0.104 4.091
N: -0.664 0.116 3.056

Mulliken atomic charge list, values in e, 6 entries: atom 1 (C): -0.977, atom 2 (C): 0.814, atom 3 (C): -0.429, atom 4 (C): -0.640, atom 5 (C): -0.689, atom 6 (C): -0.616

No. 4
DFT (ωB97M-V with the def2-TZVPD basis set) results for a structure of composition C37H32NP2Tb.

Orbital gap (spin up / spin down) = 7.34 / 7.73 eV
Total charge = +2
HOMO level (spin up / spin down) = -14.17 / -14.15 eV
Lowest unoccupied orbital energy (spin up / spin down) = -6.8 / -6.4 eV
2S+1 = 7

CARTESIAN COORDINATES (ANGSTROEM)
C: 0.714 -1.471 -4.188
C: -0.325 -1.802 -3.300
C: -1.627 -2.015 -3.775
C: -1.930 -1.663 -5.085
C: -0.911 -1.273 -5.943
C: 0.421 -1.201 -5.531
P: 0.049 -1.793 -1.498
C: -1.246 -2.896 -0.894
C: -2.304 -2.417 -0.088
C: -3.280 -3.336 0.303
C: -3.288 -4.648 -0.171
C: -2.235 -5.084 -0.986
C: -1.190 -4.224 -1.324
Tb: -1.320 0.416 -0.656
P: 0.176 1.933 -2.116
C: -1.390 2.158 -3.106
C: -1.304 2.640 -4.427
C: -2.379 2.486 -5.307
C: -3.582 1.959 -4.822
C: -3.736 1.594 -3.487
C: -2.667 1.734 -2.597
C: -0.193 2.968 -0.584
C: 0.472 2.716 0.646
C: 0.281 3.602 1.700
C: -0.608 4.665 1.594
C: -1.330 4.846 0.419
C: -1.081 4.053 -0.695
C: 1.757 2.316 -2.828
C: 2.817 1.398 -2.604
C: 4.074 1.729 -3.080
C: 4.252 2.930 -3.777
C: 3.203 3.827 -3.980
C: 1.933 3.528 -3.513
C: 1.576 -2.779 -1.453
C: 2.055 -3.580 -2.505
C: 3.320 -4.170 -2.407
C: 4.090 -3.986 -1.256
C: 3.571 -3.273 -0.167
C: 2.287 -2.727 -0.233
H: 1.184 1.879 0.710
H: 0.862 3.476 2.611
H: -0.678 5.394 2.404
H: -2.025 5.674 0.346
H: -1.527 4.263 -1.672
H: -0.368 3.096 -4.779
H: -2.289 2.798 -6.356
H: -4.441 1.874 -5.484
H: -4.695 1.235 -3.098
H: -2.887 1.780 -1.489
H: 2.615 0.476 -2.043
H: 4.895 1.032 -2.913
H: 5.242 3.144 -4.160
H: 3.364 4.759 -4.509
H: 1.088 4.204 -3.641
H: 1.482 -3.736 -3.422
H: 3.705 -4.774 -3.232
H: 5.080 -4.440 -1.167
H: 4.166 -3.157 0.745
H: 1.816 -2.242 0.631
H: -2.360 -1.350 0.291
H: -4.057 -2.998 0.988
H: -4.107 -5.317 0.108
H: -2.232 -6.103 -1.353
H: -0.350 -4.559 -1.934
H: -2.376 -2.479 -3.123
H: -2.946 -1.727 -5.488
H: -1.198 -1.080 -6.975
H: 1.199 -0.907 -6.249
H: 1.741 -1.471 -3.795
H: 0.213 1.102 -4.804
H: 0.761 1.004 -4.285
N: 0.328 -0.133 2.444
C: -0.330 0.121 1.495

Mulliken atomic charge list, values in e, 6 entries: atom 1 (C): -0.818, atom 2 (C): 1.284, atom 3 (C): -0.601, atom 4 (C): -0.832, atom 5 (C): -0.306, atom 6 (C): -1.259

No. 5
DFT (ωB97M-V with the def2-TZVPD basis set) results for a structure of composition C37H33AsF15HfN5O3S3.

Orbital gap = 7.76 eV
Total charge = 0
HOMO level = -7.70 eV
Lowest unoccupied orbital energy = 0.1 eV
ΔE to the lowest compared entry with this formula, charge and spin = 0.0 kcal per mole

CARTESIAN COORDINATES (ANGSTROEM)
Hf: -0.125 0.104 -0.106
C: 3.339 -0.138 -0.786
N: 2.365 0.163 0.284
C: 2.614 1.549 0.758
C: 1.879 2.521 -0.122
N: 0.449 2.186 -0.143
C: -0.361 3.326 0.008
C: -0.459 3.958 1.246
F: 0.194 3.441 2.296
C: -1.214 5.095 1.459
F: -1.279 5.647 2.673
C: -1.918 5.650 0.409
F: -2.665 6.738 0.596
C: -1.842 5.059 -0.833
F: -2.530 5.577 -1.857
C: -1.068 3.926 -1.026
F: -1.032 3.432 -2.272
C: 2.570 -0.817 1.368
C: 1.673 -0.547 2.546
N: 0.391 -0.044 2.082
C: -0.560 0.166 3.056
C: -0.535 -0.168 4.415
F: 0.525 -0.783 4.977
C: -1.597 0.099 5.268
F: -1.505 -0.267 6.549
C: -2.744 0.720 4.828
F: -3.766 0.954 5.655
C: -2.804 1.086 3.499
F: -3.879 1.709 3.005
C: -1.733 0.811 2.688
F: -1.798 1.221 1.393
H: 4.349 -0.106 -0.361
H: 3.263 0.591 -1.586
H: 3.140 -1.120 -1.200
H: 3.691 1.750 0.756
H: 2.240 1.652 1.771
H: 2.288 2.508 -1.141
H: 2.039 3.530 0.264
H: 3.618 -0.811 1.690
H: 2.351 -1.791 0.940
H: 2.146 0.175 3.222
H: 1.583 -1.477 3.107
O: -0.026 -3.367 -5.618
S: -0.713 -2.121 -5.440
O: -2.121 -2.052 -5.716
N: -0.412 -1.540 -3.930
C: 0.256 -0.432 -3.962
S: 0.747 0.530 -2.627
C: 0.573 0.074 -5.350
C: 1.162 1.264 -5.738
C: 1.277 1.524 -7.100
C: 0.807 0.616 -8.046
C: 0.202 -0.572 -7.654
C: 0.105 -0.814 -6.299
H: 1.511 1.968 -4.993
H: 1.731 2.450 -7.431
H: 0.903 0.841 -9.100
H: -0.176 -1.279 -8.382
C: 2.409 -5.078 -1.906
As: 1.223 -4.318 -0.612
C: 2.085 -4.620 1.071
C: -0.308 -5.467 -0.625
S: 0.836 -2.365 -1.280
H: 2.610 -6.120 -1.660
H: 3.330 -4.501 -1.908
H: 1.936 -4.999 -2.882
H: 2.205 -5.697 1.189
H: 1.479 -4.218 1.875
H: 3.061 -4.139 1.054
H: 0.038 -6.497 -0.708
H: -0.920 -5.203 -1.484
H: -0.876 -5.338 0.292
F: -0.126 -2.620 1.920
C: -1.368 -2.606 1.360
C: -1.768 -1.602 0.483
C: -3.060 -1.834 0.030
F: -3.702 -1.001 -0.824
C: -3.858 -2.916 0.374
F: -5.092 -3.045 -0.127
C: -3.383 -3.867 1.243
F: -4.127 -4.918 1.593
C: -2.111 -3.701 1.743
F: -1.600 -4.627 2.576
C: -2.774 0.134 -3.634
N: -3.458 1.103 -2.779
C: -4.671 1.728 -3.300
C: -3.009 1.382 -1.562
C: -3.863 2.274 -0.705
O: -1.945 0.880 -1.140
H: -3.500 -0.570 -4.037
H: -2.051 -0.415 -3.051
H: -2.270 0.640 -4.461
H: -4.806 1.389 -4.322
H: -4.591 2.815 -3.308
H: -5.552 1.441 -2.725
H: -4.015 3.243 -1.183
H: -3.400 2.414 0.262
H: -4.848 1.818 -0.568

Mulliken atomic charge list, values in e, 6 entries: atom 1 (Hf): -0.271, atom 2 (C): -1.240, atom 3 (N): 0.237, atom 4 (C): -0.876, atom 5 (C): -0.820, atom 6 (N): 1.244

No. 6
DFT (ωB97M-V with the def2-TZVPD basis set) results for a structure of composition C37H33Br2IN5NaO3S3.

Orbital gap = 5.60 eV
Total charge = -2
HOMO level = -1.87 eV
Lowest unoccupied orbital energy = 3.7 eV
ΔE to the lowest compared entry with this formula, charge and spin = 0.0 kcal per mole

CARTESIAN COORDINATES (ANGSTROEM)
Na: -0.276 -0.263 -0.332
C: 2.597 -0.013 3.596
C: 2.039 0.053 2.188
N: 0.863 -0.401 1.937
N: 0.319 -1.146 2.984
C: -0.941 -0.993 3.211
S: -2.097 0.080 2.575
S: -1.623 -2.135 4.414
C: -0.273 -3.300 4.705
C: 0.085 -4.255 3.583
C: -0.620 -4.308 2.389
C: -0.280 -5.217 1.395
C: 0.773 -6.099 1.589
C: 1.492 -6.052 2.776
C: 1.154 -5.132 3.759
C: 2.944 0.542 1.119
C: 4.318 0.354 1.304
C: 5.271 0.682 0.353
C: 4.836 1.243 -0.851
C: 3.496 1.456 -1.072
C: 2.485 1.114 -0.118
O: 1.257 1.333 -0.387
H: 1.795 0.141 4.314
H: 3.372 0.739 3.739
H: 3.025 -1.001 3.803
H: -0.614 -3.877 5.570
H: 0.619 -2.749 5.006
H: -1.428 -3.608 2.227
H: -0.831 -5.210 0.462
H: 1.054 -6.796 0.808
H: 2.332 -6.720 2.929
H: 1.731 -5.089 4.679
H: 4.662 -0.099 2.228
H: 6.322 0.494 0.539
H: 5.555 1.510 -1.620
H: 3.143 1.888 -2.002
Br: 2.155 3.054 -5.213
C: 2.148 1.189 -4.860
C: 3.337 0.500 -5.057
C: 3.386 -0.863 -4.824
C: 2.251 -1.528 -4.384
C: 1.073 -0.834 -4.168
C: 1.005 0.537 -4.416
I: -0.829 1.462 -4.073
H: 4.216 1.040 -5.380
H: 4.317 -1.398 -4.964
H: 2.285 -2.591 -4.180
H: 0.199 -1.335 -3.765
C: 3.807 -4.102 -0.531
C: 3.012 -3.766 -1.616
C: 1.888 -2.981 -1.396
N: 1.536 -2.522 -0.198
C: 2.286 -2.880 0.844
C: 3.429 -3.659 0.724
H: 4.699 -4.703 -0.663
H: 3.257 -4.098 -2.617
H: 1.222 -2.709 -2.206
H: 1.953 -2.531 1.816
H: 3.998 -3.911 1.610
S: -3.833 2.669 -3.018
C: -2.857 2.890 -1.663
N: -2.703 2.078 -0.620
C: -1.758 2.628 0.361
C: -1.059 3.715 -0.459
N: -2.080 3.999 -1.472
H: -2.996 1.103 -0.642
H: -1.066 1.889 0.745
H: -2.303 3.034 1.215
H: -0.133 3.326 -0.890
H: -0.850 4.599 0.142
H: -1.857 4.500 -2.315
Br: -2.373 -4.537 -3.279
C: -3.039 -4.335 -1.504
C: -3.737 -5.420 -0.989
C: -4.269 -5.349 0.290
C: -4.121 -4.189 1.035
C: -3.441 -3.107 0.499
C: -2.870 -3.163 -0.774
C: -2.065 -1.939 -1.211
O: -1.082 -2.110 -1.959
O: -2.432 -0.859 -0.684
H: -3.854 -6.312 -1.590
H: -4.796 -6.204 0.698
H: -4.523 -4.122 2.039
H: -3.316 -2.186 1.062

Mulliken atomic charge list, values in e, 6 entries: atom 1 (Na): 0.548, atom 2 (C): -2.091, atom 3 (C): 0.201, atom 4 (N): 0.613, atom 5 (N): -0.466, atom 6 (C): -0.169

Strongest force on any atom for every record listed, in sequence, given in hartree/bohr: 0.013 0.107 0.071 0.055 0.015 0.010.